8 unconnected molecules or ions with the total composition C32H56N8 at a distorted geometry. Source: OMol25; level of theory: ωB97M-V with the def2-TZVPD basis set.

The geometry in ORCA input format:
```
! wB97M-V def2-TZVPD RIJCOSX def2/J DEFGRID3
* xyz 0 1
C -13.16724 -5.17052 -0.85918
C -14.04987 -6.23131 -0.18742
C -13.88893 -6.18278 1.34882
C -12.50902 -6.21205 1.84755
N -11.40375 -6.19512 2.25885
H -13.14781 -5.35885 -1.93261
H -12.12580 -5.18353 -0.53771
H -13.59795 -4.18949 -0.65877
H -13.73092 -7.19117 -0.59368
H -15.07210 -6.08561 -0.53658
H -14.46751 -6.95966 1.84862
H -14.23530 -5.23898 1.76996
C -29.20292 -6.58248 4.74906
C -30.60361 -6.33047 4.11876
C -31.84417 -7.00781 4.70360
C -31.93826 -7.06275 6.13687
N -32.03182 -7.13349 7.29604
H -29.09930 -5.92152 5.60958
H -28.40396 -6.20333 4.11186
H -29.03809 -7.60191 5.09791
H -30.59962 -6.50693 3.04314
H -30.75698 -5.25143 4.13452
H -31.99685 -8.02064 4.33081
H -32.73416 -6.44248 4.42715
C -18.35542 -17.49253 6.64412
C -18.36075 -18.73563 7.54781
C -18.22753 -18.53565 9.09057
C -16.95900 -18.01540 9.64427
N -15.93607 -17.63246 10.04972
H -18.56802 -17.75019 5.60658
H -17.37513 -17.02313 6.72656
H -19.06201 -16.76675 7.04671
H -17.54636 -19.41491 7.29594
H -19.30258 -19.19561 7.24868
H -18.45917 -19.39855 9.71495
H -18.93461 -17.75179 9.36208
C -12.25013 -10.65829 -6.76030
C -12.00108 -11.34813 -5.38402
C -13.17568 -12.08509 -4.81827
C -13.36702 -13.38050 -5.51350
N -13.47215 -14.43732 -6.07345
H -12.98164 -9.85029 -6.74848
H -12.80093 -11.40370 -7.33395
H -11.31250 -10.45122 -7.27611
H -11.73411 -10.57938 -4.65886
H -11.16179 -12.03896 -5.46423
H -14.15640 -11.61587 -4.89655
H -12.97341 -12.41133 -3.79809
C -26.51258 -16.58956 -2.06283
C -27.46393 -17.14827 -0.94243
C -27.89509 -18.64369 -1.23369
C -26.94151 -19.59481 -1.79412
N -26.14271 -20.33224 -2.23154
H -26.19516 -15.56379 -1.87540
H -26.97653 -16.65164 -3.04721
H -25.57048 -17.13455 -2.12236
H -28.34014 -16.54386 -0.70785
H -26.87836 -17.25126 -0.02886
H -28.74770 -18.56086 -1.90771
H -28.27531 -19.09828 -0.31888
C -21.07563 -8.79676 3.10852
C -21.62210 -10.19429 3.28938
C -20.97404 -11.27647 2.40581
C -19.46954 -11.35084 2.34026
N -18.29435 -11.40990 2.25962
H -20.01099 -8.77352 3.34113
H -21.50881 -8.06590 3.79138
H -21.13091 -8.50640 2.05936
H -22.66551 -10.10284 2.98770
H -21.57854 -10.42145 4.35456
H -21.27599 -11.06302 1.38044
H -21.32228 -12.28609 2.62376
C -20.52634 -11.35490 13.38171
C -20.57373 -9.98093 14.00026
C -20.40278 -8.83434 13.01061
C -21.46684 -8.85587 12.01238
N -22.34146 -8.87575 11.25915
H -21.40768 -11.69719 12.83932
H -20.45587 -12.12303 14.15184
H -19.69278 -11.46191 12.68758
H -19.81031 -9.91521 14.77548
H -21.54594 -9.85380 14.47644
H -19.41581 -8.86267 12.54888
H -20.47445 -7.90242 13.57141
C -22.66748 -0.70423 7.05462
C -22.83909 0.86763 7.17309
C -23.38481 1.54421 5.90581
C -24.58305 0.90601 5.31466
N -25.50180 0.37073 4.83452
H -22.27026 -1.13605 7.97323
H -22.06558 -0.86702 6.16058
H -23.65241 -1.14988 6.91526
H -21.82469 1.18408 7.41588
H -23.50353 1.06300 8.01478
H -22.59382 1.57419 5.15645
H -23.64835 2.58635 6.08636
*
```

Properties
E_LUMO = 0.499 eV
Kohn-Sham gap = 11.8 eV
SMILES = CCCC#N.CCCC#N.CCCC#N.CCCC#N.CCCC#N.CCCC#N.CCCC#N.CCCC#N
energy above the lowest of the compared OMol25 structures with the same formula, charge and spin = 270.9 kJ/mol

A molecular structure, C47H41BrCeFIO5P2 at a distorted geometry. Source: OMol25; level of theory: ωB97M-V with the def2-TZVPD basis set.

The geometry in ORCA input format:
```
! wB97M-V def2-TZVPD RIJCOSX def2/J DEFGRID3
* xyz 1 2
Ce -0.29639 -0.48310 -0.66553
O -0.72195 1.73461 -0.35087
P -0.16179 3.03854 0.17349
C 1.42030 2.68293 1.07204
P 1.60673 1.07267 1.95522
O 0.71757 -0.08306 1.46517
C 3.32570 0.59337 1.68075
C 3.66119 -0.63177 2.34020
C 4.83078 -1.30004 2.01961
C 5.74212 -0.73019 1.08605
C 5.47522 0.54832 0.61167
C 4.25819 1.20613 0.83581
C 1.36943 1.38890 3.65583
C 0.08032 1.20703 4.22070
C -0.07964 1.25601 5.60260
C 1.06619 1.69496 6.35194
C 2.37213 1.74274 5.88498
C 2.47063 1.64572 4.48575
C 0.12278 4.30133 -1.07110
C 1.37409 4.79920 -1.53340
C 1.47883 5.37878 -2.76257
C 0.32580 5.63053 -3.54911
C -0.89794 5.47181 -2.95749
C -0.99756 4.78496 -1.75085
C -1.20318 3.82999 1.37788
C -1.39064 5.23623 1.39024
C -2.28287 5.82035 2.30419
C -3.06120 4.99418 3.17986
C -2.91974 3.61926 3.09424
C -2.02215 3.04715 2.18696
H 1.44026 3.48064 1.84199
H 2.32178 2.82106 0.47972
H 2.99344 -0.97521 3.13859
H 5.10438 -2.26211 2.42632
H 6.63274 -1.26798 0.76054
H 6.23515 1.05988 -0.01281
H 4.07626 2.26734 0.50845
H -0.71128 0.95501 3.53959
H -1.08656 1.24162 6.03766
H 0.76708 1.96837 7.34273
H 3.15341 1.96647 6.56767
H 3.46789 1.70889 4.00232
H 2.27557 4.80839 -0.87399
H 2.43246 5.63601 -3.10102
H 0.40997 6.02987 -4.53802
H -1.89024 5.68560 -3.43691
H -1.91988 4.79512 -1.18777
H -0.72628 5.85009 0.86546
H -2.38207 6.92955 2.36933
H -3.76573 5.38823 3.91284
H -3.43492 2.91000 3.76713
H -1.99066 1.97014 2.11717
C 1.30253 -7.04973 2.99743
O 0.47792 -6.55423 1.92625
C 0.95686 -5.61628 1.06309
C 2.21073 -5.70817 0.43182
C 2.50179 -4.66799 -0.42914
C 1.66046 -3.58418 -0.64343
C 2.22691 -2.45970 -1.37262
C 3.62251 -2.53852 -1.97380
O 1.68789 -1.29135 -1.44115
C 0.32089 -3.61410 -0.02195
O -0.51939 -2.59127 -0.13923
C -0.00230 -4.65802 0.78409
H 0.73058 -7.80592 3.58108
H 1.56181 -6.22812 3.63237
H 2.17241 -7.54133 2.60571
H 3.00403 -6.44968 0.68292
H 3.40451 -4.62797 -0.99580
H 3.70282 -3.46246 -2.52219
H 4.46554 -2.43163 -1.26389
H 3.66564 -1.65569 -2.71856
H -0.94564 -4.79534 1.21843
Br 0.44384 -0.31367 -6.67516
C -1.38085 -0.49402 -6.19900
C -2.24102 -0.98751 -7.20000
C -3.60781 -0.71298 -7.14919
C -4.10262 -0.11023 -6.00032
C -3.27990 0.27265 -4.92233
C -1.93735 0.04166 -5.02586
I -0.45723 1.03226 -3.69364
H -1.87669 -1.56138 -8.09902
H -4.26985 -1.02250 -7.95272
H -5.18791 0.03050 -5.93227
H -3.72868 0.72227 -4.06915
F -5.77040 -5.04355 0.55033
C -4.89656 -4.09849 -0.00410
C -4.08039 -4.42972 -1.06934
C -3.42363 -3.36369 -1.72027
C -3.48974 -1.98288 -1.28321
C -2.76178 -0.95788 -1.81719
C -4.34085 -1.75384 -0.12466
C -4.91326 -2.80934 0.52000
H -3.98599 -5.46229 -1.37331
H -2.83106 -3.62841 -2.60475
H -2.97645 -0.00737 -1.40914
H -2.29315 -1.00065 -2.75967
H -4.49753 -0.75573 0.22629
H -5.38738 -2.73605 1.52505
*
```

Properties
E_LUMO (spin up / spin down) = -2.549 / -2.550 eV
Kohn-Sham gap (spin up / spin down) = 4.6 / 4.6 eV

Question: Number 2 is which compound?
Answer: C47H41BrCeFIO5P2